Run a
Molecular formula: C7H6N2O
Method: DFT, ωB97M-V with the def2-TZVPD basis set

Results
E_HOMO = -8.5 eV
Molecular weight = 134.138 g mol⁻¹
SMILES = O=C1NN=C2C=CC=C[C@@H]12

Geometry as ORCA input:
```
! RIJCOSX wB97M-V def2-TZVPD def2/J DEFGRID3
* xyz 0 1
C -0.474 0.672 -1.383
C -0.281 -0.654 -1.200
C -0.347 1.599 -0.277
C 0.000 -1.145 0.155
C -0.029 1.245 0.996
C 0.482 -0.075 1.183
C 0.832 -2.351 0.479
N 1.480 -1.868 1.720
N 1.278 -0.478 2.092
O 1.038 -3.462 0.128
H -0.839 1.115 -2.399
H -0.512 -1.496 -1.962
H -0.586 2.710 -0.379
H -1.056 -1.627 0.470
H -0.078 2.028 1.662
H 2.295 -2.196 2.220
*
```

=====

Run b
Molecular formula: C7H6N2O
Method: DFT, ωB97M-V with the def2-TZVPD basis set

Results
E_HOMO = -10.3 eV
Molecular weight = 134.138 g mol⁻¹
SMILES = C#CC(=O)/C(C#N)=N\CC

Geometry as ORCA input:
```
! RIJCOSX wB97M-V def2-TZVPD def2/J DEFGRID3
* xyz 0 1
C -2.913 0.687 1.768
C -1.800 1.079 1.461
C 0.947 0.159 2.317
C -0.535 1.386 0.830
C 0.427 0.136 1.018
C 1.284 -0.913 -2.240
C 0.260 -0.722 -1.093
N 1.313 0.312 3.402
N 0.796 -0.745 0.202
O -0.181 2.442 0.350
H -3.887 0.653 2.163
H 2.021 -0.227 -2.225
H 1.757 -1.965 -2.051
H 0.965 -0.830 -3.276
H -0.361 -1.667 -1.207
H -0.094 0.214 -1.419
*
```

=====

Run c
Molecular formula: C7H6N2O
Method: DFT, ωB97M-V with the def2-TZVPD basis set

Results
E_HOMO = -9.8 eV
Molecular weight = 134.138 g mol⁻¹
SMILES = O=C1NCc2ccncc21

Geometry as ORCA input:
```
! RIJCOSX wB97M-V def2-TZVPD def2/J DEFGRID3
* xyz 0 1
C -1.081 -1.360 0.714
C 1.316 -0.988 0.831
C 0.586 0.046 -0.099
C 1.058 1.252 -0.700
C 0.108 2.056 -1.312
C -1.672 0.772 -0.695
C -0.790 -0.156 -0.137
H 0.062 -2.494 1.953
H 1.608 -0.506 1.820
H 2.112 -1.560 0.276
H 2.135 1.270 -0.825
H 0.530 2.949 -1.812
H -2.716 0.672 -0.663
N 0.120 -1.862 1.004
N -1.220 1.855 -1.324
O -2.158 -1.948 0.968
*
```

=====

Quick one: least stable of them? run b

=====

Run a
Molecular formula: C2H11NO2
Method: DFT, ωB97M-V with the def2-TZVPD basis set

Results
E_HOMO = -9.7 eV
Molecular weight = 81.115 g mol⁻¹
SMILES = CCN.O.O

Geometry as ORCA input:
```
! RIJCOSX wB97M-V def2-TZVPD def2/J DEFGRID3
* xyz 0 1
C 1.664 0.279 -0.569
C 0.778 -0.748 -1.247
N 0.237 -1.748 -0.255
H 2.329 -0.238 0.104
H 2.211 0.872 -1.308
H 1.090 1.002 0.014
H -0.006 -0.280 -1.839
H 1.381 -1.323 -1.946
H -0.769 -1.700 -0.173
H 0.406 -2.608 -0.763
H -0.369 -1.259 3.156
H 0.174 -0.093 2.365
O -0.666 -0.494 2.646
H -2.364 2.268 -0.395
H -2.882 3.421 0.341
O -3.214 2.647 -0.131
*
```

=====

Run b
Molecular formula: C2H11NO2
Method: DFT, ωB97M-V with the def2-TZVPD basis set

Results
E_HOMO = -9.5 eV
Molecular weight = 81.115 g mol⁻¹
SMILES = CNC.O.O

Geometry as ORCA input:
```
! RIJCOSX wB97M-V def2-TZVPD def2/J DEFGRID3
* xyz 0 1
C 1.820 0.713 1.779
N 0.860 0.889 0.667
C -0.509 0.586 1.116
H 1.531 -0.148 2.371
H 1.915 1.577 2.444
H 2.813 0.512 1.384
H 0.870 1.889 0.494
H -0.473 -0.398 1.597
H -0.939 1.254 1.868
H -1.140 0.498 0.244
H 1.092 -2.684 0.016
H 0.571 -1.358 -0.472
O 0.266 -2.193 -0.081
H -1.596 0.560 -2.535
H -1.988 -0.608 -3.404
O -2.280 0.283 -3.165
*
```

=====

Quick one: least stable of them? run b

=====

Run a
Molecular formula: C2H11NO2
Method: DFT, ωB97M-V with the def2-TZVPD basis set

Results
E_HOMO = -9.5 eV
Molecular weight = 81.115 g mol⁻¹
SMILES = CCN.O.O

Geometry as ORCA input:
```
! RIJCOSX wB97M-V def2-TZVPD def2/J DEFGRID3
* xyz 0 1
C -2.724 -2.552 -0.853
C -1.352 -1.883 -0.617
N -0.184 -2.805 -0.690
H -3.281 -2.026 -1.628
H -2.655 -3.607 -1.103
H -3.309 -2.445 0.041
H -1.191 -1.088 -1.292
H -1.323 -1.486 0.397
H -0.094 -3.274 0.198
H -0.400 -3.528 -1.370
H 1.673 1.954 -1.363
H 1.864 3.444 -1.600
O 2.148 2.722 -1.031
H 1.520 3.113 2.347
H 2.426 3.450 3.507
O 1.662 3.775 3.030
*
```

=====

Run b
Molecular formula: C2H11NO2
Method: DFT, ωB97M-V with the def2-TZVPD basis set

Results
E_HOMO = -8.7 eV
Molecular weight = 81.115 g mol⁻¹
SMILES = CCN.O.O

Geometry as ORCA input:
```
! RIJCOSX wB97M-V def2-TZVPD def2/J DEFGRID3
* xyz 0 1
C 2.441 0.685 -0.469
C 2.057 -0.374 0.591
N 0.865 -0.035 1.351
H 1.523 1.037 -0.930
H 2.924 1.533 0.013
H 3.073 0.297 -1.264
H 1.877 -1.303 0.042
H 2.894 -0.575 1.261
H 0.843 0.940 1.614
H 0.027 -0.263 0.831
H -1.683 -2.162 -0.955
H -2.478 -0.823 -0.808
O -1.592 -1.200 -0.892
H -4.968 0.553 -0.406
H -3.747 1.278 0.154
O -4.056 0.413 -0.134
*
```

=====

Quick one: least stable of them? run a

=====

Run a
Molecular formula: C6H14NO
Method: DFT, ωB97M-V with the def2-TZVPD basis set

Results
E_HOMO = -1.9 eV
Molecular weight = 116.184 g mol⁻¹

Geometry as ORCA input:
```
! RIJCOSX wB97M-V def2-TZVPD def2/J DEFGRID3
* xyz -1 1
C -1.343 -0.217 0.340
C -1.779 0.987 -0.422
C -2.611 0.727 -1.700
O -3.939 0.728 -1.507
C -0.324 0.507 -0.583
N 1.593 -0.553 1.156
C 2.907 -0.384 1.161
C 3.937 -0.734 0.107
H -1.884 -1.088 -0.021
H -0.892 -0.090 1.315
H -4.099 0.087 1.354
H -1.875 1.976 0.057
H -2.283 1.431 -2.517
H -2.166 -0.229 -2.103
H 0.351 1.249 -0.129
H 0.328 -0.219 -1.068
H -3.950 -0.100 2.063
H 2.164 -1.439 0.922
H 3.479 -0.191 2.101
H 4.680 -1.549 0.381
H 3.326 -1.114 -0.728
H 4.380 0.213 -0.178
*
```

=====

Run b
Molecular formula: C6H14NO
Method: DFT, ωB97M-V with the def2-TZVPD basis set

Results
E_HOMO = -2.0 eV
Molecular weight = 116.184 g mol⁻¹

Geometry as ORCA input:
```
! RIJCOSX wB97M-V def2-TZVPD def2/J DEFGRID3
* xyz -1 1
C 0.299 -2.341 -1.574
N 0.560 -0.992 -1.076
C -0.258 -0.743 0.113
C -0.009 0.655 0.653
C -0.300 1.800 -0.361
C 0.216 3.165 0.115
C 0.139 -1.697 1.621
O -0.237 -1.200 2.719
H -0.770 -2.528 -1.755
H 0.723 -2.466 -2.582
H 0.652 -3.118 -0.928
H -0.634 -0.533 -1.045
H -1.311 -1.015 0.324
H 1.047 0.783 0.869
H -0.671 0.877 1.476
H 0.036 1.478 -1.351
H -1.385 1.868 -0.533
H 1.252 3.321 -0.187
H 0.129 3.163 1.202
H -0.374 3.947 -0.361
H 1.232 -1.762 1.368
H -0.336 -2.661 1.295
*
```

=====

Run c
Molecular formula: C6H14NO
Method: DFT, ωB97M-V with the def2-TZVPD basis set

Results
E_HOMO = -3.0 eV
Molecular weight = 116.184 g mol⁻¹

Geometry as ORCA input:
```
! RIJCOSX wB97M-V def2-TZVPD def2/J DEFGRID3
* xyz -1 1
C -1.779 0.164 -0.352
O -0.855 1.182 -0.374
C -1.351 -1.024 -1.238
C -1.273 -0.608 -2.703
H -2.776 0.509 -0.691
H -1.869 -0.238 0.682
H -2.046 -1.869 -1.158
H -0.368 -1.334 -0.876
H -0.837 -1.375 -3.351
H -0.634 0.276 -2.775
H -2.240 -0.296 -3.124
N 1.814 0.923 -0.245
C 2.111 0.730 1.186
C 0.876 -0.612 2.879
C 0.904 0.391 2.004
H 2.224 1.799 -0.541
H 0.743 0.996 -0.388
H 2.631 1.626 1.572
H 2.863 -0.069 1.316
H 0.003 -1.042 3.352
H 1.799 -1.170 3.044
H 0.061 1.043 1.780
*
```

=====

Quick one: least stable of them? run a

=====

Run a
Molecular formula: C3H4FN3
Method: DFT, ωB97M-V with the def2-TZVPD basis set

Results
E_HOMO = -9.1 eV
Molecular weight = 101.084 g mol⁻¹
SMILES = FN1CC=CN=N1

Geometry as ORCA input:
```
! RIJCOSX wB97M-V def2-TZVPD def2/J DEFGRID3
* xyz 0 1
C -1.106 -0.134 -0.031
C -0.605 -1.372 -0.052
C -0.246 1.081 0.029
N 0.744 -1.694 0.068
N 1.602 -0.799 0.074
N 1.317 0.420 -0.204
F 2.311 1.344 0.058
H -2.172 0.046 -0.022
H -1.228 -2.251 -0.112
H -0.356 1.769 -0.801
H -0.262 1.590 0.993
*
```

=====

Run b
Molecular formula: C3H4FN3
Method: DFT, ωB97M-V with the def2-TZVPD basis set

Results
E_HOMO (spin up / spin down) = -7.8 / -7.9 eV
Molecular weight = 101.084 g mol⁻¹

Geometry as ORCA input:
```
! RIJCOSX wB97M-V def2-TZVPD def2/J DEFGRID3
* xyz 0 1
C 0.169 -0.324 1.738
C 1.040 1.624 0.934
C -0.661 -0.654 -1.725
N 0.829 0.785 1.823
N -0.310 -0.729 0.532
N -0.232 -0.005 -0.482
F 1.434 2.792 0.838
H 0.109 -0.926 2.577
H -1.325 -1.547 -1.534
H -1.151 0.056 -2.409
H 0.099 -1.073 -2.292
*
```

=====

Quick one: least stable of them? run b

=====

Run a
Molecular formula: C3H9N2O
Method: DFT, ωB97M-V with the def2-TZVPD basis set

Results
E_HOMO = -1.7 eV
Molecular weight = 89.118 g mol⁻¹

Geometry as ORCA input:
```
! RIJCOSX wB97M-V def2-TZVPD def2/J DEFGRID3
* xyz -1 1
C 1.908 -0.735 1.437
C -3.215 0.577 -1.762
C 0.862 0.097 0.750
N -2.092 0.043 -1.550
N 1.120 0.295 -0.714
O 0.207 1.249 -1.291
H 2.799 -0.652 1.003
H 1.984 -0.426 2.379
H 1.576 -1.784 1.315
H -4.108 -0.100 -1.748
H -1.319 0.664 -1.402
H -3.260 1.597 -2.123
H -0.185 -0.232 0.792
H 1.004 1.200 1.209
H 0.839 -0.454 -1.237
*
```

=====

Run b
Molecular formula: C3H9N2O
Method: DFT, ωB97M-V with the def2-TZVPD basis set

Results
E_HOMO (spin up / spin down) = -1.8 / -1.8 eV
Molecular weight = 89.118 g mol⁻¹

Geometry as ORCA input:
```
! RIJCOSX wB97M-V def2-TZVPD def2/J DEFGRID3
* xyz -1 1
C -1.141 -0.279 -0.609
C 0.392 1.773 -0.115
C -0.541 0.612 0.520
N 0.867 -2.273 -0.459
N 0.163 -0.262 1.385
O 1.245 0.291 1.809
H -0.630 -1.295 -0.692
H -2.204 -0.438 -0.511
H -1.033 0.393 -1.458
H 0.266 2.755 0.432
H 0.239 1.910 -1.200
H 1.390 1.338 0.035
H -1.310 1.083 1.225
H 1.865 -2.516 -0.300
H 0.433 -3.092 -0.062
*
```

=====

Quick one: least stable of them? run b

=====

Run a
Molecular formula: C5H8N
Method: DFT, ωB97M-V with the def2-TZVPD basis set

Results
E_HOMO = -14.8 eV
Molecular weight = 82.126 g mol⁻¹

Geometry as ORCA input:
```
! RIJCOSX wB97M-V def2-TZVPD def2/J DEFGRID3
* xyz 1 1
C -1.739 -0.385 -0.276
C -0.825 -1.054 0.404
C -0.718 0.757 -0.685
C 0.269 -0.140 0.049
C 1.689 -0.623 -0.208
N -0.051 1.162 0.659
H -2.852 -0.364 -0.402
H -0.900 -1.733 1.274
H -0.677 1.527 -1.449
H 2.115 -0.101 -1.148
H 1.467 -1.574 -0.492
H 2.407 -0.691 0.548
H 0.603 1.890 0.403
H -0.789 1.330 1.322
*
```

=====

Run b
Molecular formula: C5H8N
Method: DFT, ωB97M-V with the def2-TZVPD basis set

Results
E_HOMO (spin up / spin down) = -15.0 / -15.0 eV
Molecular weight = 82.126 g mol⁻¹

Geometry as ORCA input:
```
! RIJCOSX wB97M-V def2-TZVPD def2/J DEFGRID3
* xyz 1 1
C 0.295 1.713 -0.023
C -0.541 0.567 0.088
C -1.757 -0.100 0.659
C -1.475 -0.262 -0.786
C 1.888 -0.353 -0.309
N 0.867 0.471 0.246
H -1.577 -0.933 1.326
H -2.559 0.558 0.966
H -2.048 0.302 -1.511
H -1.076 -1.198 -1.154
H 2.004 -1.273 0.266
H 1.605 -0.622 -1.333
H 2.836 0.188 -0.342
H 1.538 0.943 1.907
*
```

=====

Run c
Molecular formula: C5H8N
Method: DFT, ωB97M-V with the def2-TZVPD basis set

Results
E_HOMO = -15.0 eV
Molecular weight = 82.126 g mol⁻¹

Geometry as ORCA input:
```
! RIJCOSX wB97M-V def2-TZVPD def2/J DEFGRID3
* xyz 1 1
C 1.062 0.705 -1.453
C 0.960 0.916 -0.109
C 0.103 -0.413 -1.389
C -0.243 -0.834 1.375
C -1.187 0.221 0.951
N -0.040 -0.124 0.179
H 1.755 1.026 -2.149
H 1.467 1.353 0.793
H -0.877 -0.201 -1.793
H 0.533 -1.343 -1.660
H 0.453 -0.681 2.150
H -0.652 -1.733 1.279
H -2.132 -0.179 0.630
H -1.201 1.288 1.196
*
```

=====

Run d
Molecular formula: C5H8N
Method: DFT, ωB97M-V with the def2-TZVPD basis set

Results
E_HOMO = -13.6 eV
Molecular weight = 82.126 g mol⁻¹
SMILES = [NH3+][C@]12C[C@]13C[C@H]32

Geometry as ORCA input:
```
! RIJCOSX wB97M-V def2-TZVPD def2/J DEFGRID3
* xyz 1 1
C 1.241 -0.571 0.896
C -0.125 1.606 -0.243
C 1.032 -0.366 -0.570
C 0.820 0.697 0.394
C -0.338 0.190 -0.675
N -1.422 -0.710 -0.038
H 0.605 -1.361 1.253
H 2.230 -0.657 1.409
H -0.839 2.192 0.366
H 0.325 2.053 -1.139
H 1.759 -0.400 -1.360
H -2.033 -0.352 0.669
H -1.119 -1.655 -0.152
H -2.138 -0.666 -0.810
*
```

=====

Quick one: least stable of them? run b